Computed, not measured: a structure of composition CH5PS, with ωB97M-V/def2-TZVPD.

```
8
Properties=species:S:1:pos:R:3:mulliken_spin:R:1
C -0.3798 -0.1173 -0.7980 0.723
P 0.8975 -1.5097 0.7190 1.077
S -0.0086 1.5856 -0.1697 0.209
H -1.2843 -0.4019 -0.3594 -0.031
H -0.4628 -0.1804 -1.8823 0.026
H 0.2808 -0.4797 1.4171 -0.014
H 2.0925 -0.7925 0.7973 -0.001
H -1.1352 1.8959 0.2760 0.011
```

As for the HOMO energy (alpha / beta): -6.36 / -10.01 eV. As for the calculated total energy: -21236.70023 eV. Its energy above the lowest of the compared OMol25 structures with the same formula, charge and spin is 1.494 eV. The strongest force on any atom is 0.0839 Eh/bohr. As for the spin multiplicity: 3. The expectation value of S² is 2.007. The gap between HOMO and LUMO (alpha / beta) comes out at 7.16 / 7.50 eV.

Computed, not measured: a cluster of 5 separate species, C2H14O4 in total, with ωB97M-V/def2-TZVPD.

```
20
Properties=species:S:1:pos:R:3:mulliken_charge:R:1
C 3.6959 -1.0314 1.1478 -0.894
C 3.2372 0.4207 0.6853 -0.756
H 4.7143 -1.1981 1.4567 0.317
H 3.5257 -1.7401 0.3857 0.320
H 2.9453 -1.2658 1.9299 0.238
H 4.1086 0.8772 0.1716 0.264
H 2.3962 0.3256 -0.0743 0.252
H 3.3008 0.7876 1.7276 0.260
O -1.7968 -1.5142 -1.0075 -0.632
H -1.4551 -1.0297 -0.2266 0.360
H -1.3463 -2.3742 -0.9821 0.296
O -2.0273 1.8118 -0.8870 -0.600
H -2.0937 2.7650 -0.5990 0.297
H -2.6522 1.5991 -1.5797 0.343
O -1.3876 0.1834 1.4848 -0.644
H -2.0023 0.9372 1.5970 0.328
H -0.6521 0.7255 1.2628 0.275
O -4.0351 0.2802 -2.1100 -0.659
H -3.5580 -0.5686 -1.9887 0.330
H -4.9176 0.0087 -2.3941 0.305
```

Its SMILES is CC.O.O.O.O. As for the HOMO energy: -10.97 eV. As for the calculated total energy: -10490.31515 eV. Its energy above the lowest of the compared OMol25 structures with the same formula, charge and spin is 1.263 eV. The strongest force on any atom is 0.0629 Eh/bohr. The gap between HOMO and LUMO comes out at 11.59 eV.

Computed, not measured: a structure of composition C29H29N4O5PRuS3, with ωB97M-V/def2-TZVPD.

```
72
Properties=species:S:1:pos:R:3:mulliken_spin:R:1
Ru -0.6693 -0.3319 -0.8569 0.879
O -3.6194 -1.6626 2.1809 0.002
C -2.8150 -1.2936 1.2015 0.018
O -1.6132 -1.1528 1.3263 -0.003
C -3.5025 -1.0581 -0.0950 -0.025
C -4.8502 -1.2368 -0.3461 0.000
C -5.3176 -0.9846 -1.6312 -0.001
C -4.4325 -0.5762 -2.6161 0.002
C -3.0956 -0.4193 -2.2866 0.002
N -2.6608 -0.6542 -1.0490 -0.019
C -2.0149 -0.0271 -3.2845 -0.006
O -2.2770 0.2465 -4.4234 0.011
O -0.7898 -0.0675 -2.7930 0.004
H -3.0948 -1.7750 2.9911 -0.001
H -5.5086 -1.5611 0.4461 0.000
H -6.3676 -1.1097 -1.8559 0.000
H -4.7368 -0.3663 -3.6324 0.000
N 1.8204 -6.6639 -2.9863 0.000
C 1.8998 -6.1159 -1.7603 0.000
S 2.7794 -6.7602 -0.5354 0.001
C 1.1578 -4.8242 -1.6028 0.001
C 0.8212 -4.0121 -2.6821 -0.002
C 0.1775 -2.8091 -2.4599 0.003
N -0.1582 -2.3921 -1.2347 -0.004
C 0.1616 -3.1730 -0.1885 -0.014
C 0.8101 -4.3776 -0.3288 -0.003
H 2.2753 -7.5520 -3.1271 0.000
H 1.1202 -6.3910 -3.6535 0.000
H 1.0924 -4.2550 -3.6996 0.000
H -0.0567 -2.1394 -3.2754 0.000
H -0.1048 -2.7967 0.7899 0.004
H 1.0670 -4.9692 0.5374 0.000
C 1.8867 1.7313 -2.9917 0.001
N 2.8847 1.0110 -2.2065 0.001
C 4.2729 1.3996 -2.4378 0.000
C 2.5495 0.2334 -1.1865 -0.008
C 3.6350 -0.4152 -0.3737 0.000
O 1.3669 0.0516 -0.8254 -0.009
H 2.1665 1.6639 -4.0421 0.000
H 1.8513 2.7750 -2.6804 -0.001
H 0.9104 1.2843 -2.8573 0.000
H 4.3304 1.8751 -3.4129 0.000
H 4.9367 0.5390 -2.4409 0.000
H 4.6067 2.1134 -1.6824 0.000
H 4.1045 0.3405 0.2601 0.000
H 4.4085 -0.8698 -0.9883 0.000
H 3.1827 -1.1681 0.2659 0.001
S 1.9898 3.1427 0.2870 0.007
P 0.3235 2.5747 1.1184 0.008
S -1.1921 1.7600 -0.1339 0.161
C 0.6054 1.4868 2.5521 -0.002
C 0.6598 2.0808 3.8130 -0.002
C 0.9939 1.3293 4.9287 -0.001
C 1.2808 -0.0213 4.8004 0.001
C 1.2430 -0.6156 3.5471 -0.001
C 0.9103 0.1367 2.4323 -0.005
C -0.6742 3.9315 1.7925 -0.011
C -0.1932 5.2326 1.7333 0.003
C -0.9354 6.2693 2.2837 0.001
C -2.1490 6.0058 2.8965 0.000
C -2.6310 4.7027 2.9616 0.002
C -1.8960 3.6682 2.4121 0.003
H 0.4436 3.1350 3.9275 0.000
H 1.0317 1.8030 5.9005 0.000
H 1.5432 -0.6058 5.6723 0.000
H 1.4878 -1.6650 3.4378 0.000
H 0.9458 -0.3280 1.4564 0.005
H 0.7571 5.4236 1.2511 0.000
H -0.5621 7.2832 2.2318 0.000
H -2.7235 6.8146 3.3282 0.000
H -3.5802 4.4989 3.4390 0.000
H -2.2701 2.6529 2.4615 -0.001
```

As for the HOMO energy (alpha / beta): -10.48 / -10.47 eV. The charge is +1. As for the calculated total energy: -91116.75058 eV. Its energy above the lowest of the compared OMol25 structures with the same formula, charge and spin is 0.183 eV. The strongest force on any atom is 0.0133 Eh/bohr. As for the spin multiplicity: 2. The expectation value of S² is 0.756. The gap between HOMO and LUMO (alpha / beta) comes out at 6.83 / 6.27 eV.

Computed, not measured: a structure of composition C32H35AsNOPtS, with ωB97M-V/def2-TZVPD.

```
72
Properties=species:S:1:pos:R:3:mulliken_charge:R:1
Pt 0.9571 1.8167 -0.6749 1.613
S 3.2644 2.1139 -0.5376 -0.744
C 3.8755 1.2365 0.8454 0.636
C 5.2165 1.4524 1.2144 -0.748
C 5.7646 0.8361 2.3209 -0.510
C 5.0012 -0.0199 3.1169 -0.739
C 3.6826 -0.2526 2.7654 -0.287
C 3.1299 0.3540 1.6410 -0.588
As 1.3366 0.0267 1.0247 1.159
C 0.4097 -0.3631 2.6997 -0.084
C -0.2702 -1.5558 2.9202 -0.048
C -0.9668 -1.7580 4.1055 -0.726
C -0.9930 -0.7699 5.0776 -0.419
C -0.3180 0.4249 4.8624 -0.787
C 0.3756 0.6272 3.6797 -0.182
C 1.4490 -1.7872 0.3197 0.283
C 0.3468 -2.3119 -0.3471 -0.030
C 0.3676 -3.6214 -0.8106 -0.830
C 1.4926 -4.4102 -0.6187 -0.703
C 2.5957 -3.8892 0.0445 -0.704
C 2.5727 -2.5841 0.5170 -0.613
H 5.8106 2.1351 0.6190 0.390
H 6.7984 1.0350 2.5795 0.349
H 5.4275 -0.4929 3.9924 0.374
H 3.0734 -0.9163 3.3706 0.420
H -0.2594 -2.3326 2.1664 0.370
H -1.4923 -2.6915 4.2656 0.381
H -1.5384 -0.9274 5.9998 0.355
H -0.3346 1.2023 5.6163 0.387
H 0.9075 1.5588 3.5223 0.417
H -0.5342 -1.7028 -0.5094 0.494
H -0.4991 -4.0180 -1.3256 0.439
H 1.5129 -5.4280 -0.9891 0.360
H 3.4782 -4.4996 0.1927 0.389
H 3.4376 -2.1806 1.0281 0.357
C 0.1637 2.9733 -3.3604 -0.832
C 0.9160 3.2573 -2.0725 0.653
O 1.3988 4.3585 -1.9033 -0.613
H 0.3538 3.7750 -4.0762 0.463
H -0.9051 2.9143 -3.1334 0.021
H 0.4448 2.0040 -3.7705 0.145
C 0.1207 -2.0127 -4.0671 -1.638
C -0.9514 -1.3302 -3.2554 0.543
C -2.2719 -1.7791 -3.2905 -1.065
C -3.2303 -1.1031 -2.5454 0.138
C -4.6712 -1.5512 -2.5733 -1.742
C -2.8830 -0.0103 -1.7633 -0.644
C -1.5455 0.4636 -1.6657 0.979
C -0.6141 -0.2472 -2.4697 -0.731
N -1.1002 1.4861 -0.8877 -0.626
C -2.0218 2.2629 -0.0424 1.652
C -3.0131 3.0795 -0.8939 -1.750
C -1.2244 3.3006 0.7627 -2.134
C -2.7379 1.3845 1.0032 -1.382
H -0.2854 -2.8559 -4.6277 0.386
H 0.9274 -2.3810 -3.4284 0.287
H 0.5738 -1.3177 -4.7777 0.348
H -2.5487 -2.6321 -3.9015 0.202
H -4.8034 -2.4083 -3.2347 0.367
H -5.3259 -0.7501 -2.9241 0.340
H -5.0142 -1.8381 -1.5764 0.328
H -3.6776 0.4597 -1.2075 0.756
H 0.4173 0.0962 -2.4505 0.734
H -2.4715 3.8843 -1.3994 0.354
H -3.7802 3.5336 -0.2598 0.501
H -3.5067 2.4868 -1.6590 0.323
H -0.6163 3.9224 0.1078 0.406
H -0.5613 2.8140 1.4825 0.351
H -1.9181 3.9432 1.3139 0.505
H -3.4857 0.7149 0.5849 0.331
H -3.2328 2.0211 1.7422 0.507
H -1.9967 0.7744 1.5255 0.105
```

As for the HOMO energy: -3.73 eV. The charge is -1. As for the calculated total energy: -112213.55491 eV. Its energy above the lowest of the compared OMol25 structures with the same formula, charge and spin is 0.000 eV. The strongest force on any atom is 0.0145 Eh/bohr. The gap between HOMO and LUMO comes out at 6.40 eV.

Computed, not measured: a cluster of 3 separate species, C26H54F3N8O6P3 in total, with ωB97M-V/def2-TZVPD.

```
100
Properties=species:S:1:pos:R:3:mulliken_charge:R:1
H -3.1529 3.5396 7.4726 0.293
N -3.6047 2.6273 7.4654 -0.761
C -3.6246 2.1702 6.2806 0.597
C -3.0197 3.0029 5.1554 -1.011
C -4.2434 0.7654 6.1509 -1.249
P -4.3912 0.0185 4.4684 1.451
F -3.5148 -1.3334 5.0871 -0.579
C -2.9501 0.2580 3.3245 -1.776
C -2.9062 -0.7630 2.1691 -0.096
C -1.5840 -0.7152 1.3978 0.205
C -1.2366 -1.8435 0.6785 -0.475
C -0.0848 -1.8960 -0.0807 -0.964
C 0.7327 -0.7806 -0.0895 -0.367
C 0.4173 0.3337 0.6514 -0.909
C -0.7473 0.3857 1.3988 0.018
C -5.7343 -1.2370 4.1177 -0.857
O -5.2614 -2.3070 3.3216 -0.156
O -6.3428 -3.1400 2.9934 -0.427
N -5.3214 1.4147 3.7527 0.549
C -6.3953 1.9090 4.4803 0.282
O -7.1828 1.3206 5.1602 -0.459
F -6.5193 3.2601 4.3926 -0.304
C -5.5070 1.4141 2.3596 0.140
O -6.2844 0.7759 1.7155 -0.461
F -4.7195 2.2993 1.7037 -0.235
H -2.6389 3.9648 5.5190 0.482
H -3.7351 3.2462 4.3621 0.163
H -2.1514 2.4989 4.7078 0.181
H -3.5996 0.1104 6.7436 0.602
H -5.1931 0.7807 6.7006 0.519
H -2.0776 0.0480 3.9576 0.833
H -2.8419 1.2936 2.9936 0.675
H -2.9254 -1.7572 2.6321 0.480
H -3.7768 -0.6795 1.5071 0.312
H -1.8936 -2.7136 0.7146 0.360
H 0.1330 -2.7941 -0.6500 0.468
H 1.6325 -0.8134 -0.7002 0.465
H 1.0934 1.1835 0.6124 0.322
H -0.9786 1.2840 1.9644 0.338
H -5.9660 -1.6551 5.1160 0.453
H -6.6644 -0.7785 3.7666 0.523
H -6.7616 -2.7476 2.2101 0.335
C -2.4813 4.6469 -2.6926 -1.033
N -1.0941 4.2549 -2.6133 0.290
C -0.3571 4.9811 -1.5958 -1.100
P -0.2478 2.9706 -3.3949 0.505
O -0.1445 2.0530 -2.1939 -0.628
N -1.2055 1.9299 -4.3605 0.198
C -2.4405 2.2855 -5.0273 -1.058
C -1.2743 0.5285 -3.9498 -0.972
N 0.0273 3.9567 -4.8423 0.049
C 1.4236 3.7672 -5.3010 -1.125
C -0.3399 5.3507 -5.0228 -0.924
H -2.5591 5.7342 -2.8321 0.424
H -3.0354 4.3861 -1.7818 0.244
H -3.0097 4.2126 -3.5359 0.300
H 0.4026 5.6352 -2.0521 0.269
H 0.1584 4.2982 -0.9137 0.210
H -1.0081 5.6099 -0.9890 0.423
H -3.2885 2.2792 -4.3320 0.353
H -2.6673 1.5658 -5.8192 0.396
H -2.3877 3.2534 -5.5258 0.251
H -1.9652 0.3823 -3.1113 0.326
H -0.2949 0.1541 -3.6643 0.265
H -1.6083 -0.0964 -4.7830 0.366
H 2.1350 4.2495 -4.6229 0.369
H 1.5744 4.1623 -6.3068 0.374
H 1.6631 2.6994 -5.3383 0.349
H 0.0869 6.0206 -4.2694 0.227
H -1.4214 5.4750 -5.0539 0.252
H 0.0121 5.6957 -5.9983 0.431
C 7.1295 -2.1420 -0.6745 -1.096
N 6.1100 -2.8759 0.0365 0.247
C 6.0692 -2.5622 1.4540 -1.101
P 4.8551 -3.9018 -0.5507 0.637
O 3.7084 -2.9323 -0.3511 -0.766
N 4.7280 -4.0186 -2.2563 0.215
C 5.8090 -3.8420 -3.2032 -1.043
C 3.4871 -3.5396 -2.8599 -0.951
N 5.9427 -5.3000 -0.6013 0.038
C 5.2364 -6.4850 -0.0590 -1.123
C 7.3264 -5.3368 -0.1599 -0.922
H 8.1069 -2.2938 -0.1959 0.427
H 6.9273 -1.0633 -0.6867 0.291
H 7.2622 -2.4645 -1.7029 0.307
H 6.3706 -3.4327 2.0576 0.275
H 5.0628 -2.2716 1.7689 0.240
H 6.7357 -1.7396 1.7106 0.420
H 6.0203 -2.7801 -3.3783 0.352
H 5.5456 -4.2821 -4.1694 0.388
H 6.7246 -4.3480 -2.8976 0.251
H 3.4663 -2.4458 -2.9367 0.334
H 2.6216 -3.8669 -2.2901 0.224
H 3.3658 -3.9561 -3.8638 0.361
H 5.1016 -6.4073 1.0244 0.372
H 5.7718 -7.4094 -0.2808 0.372
H 4.2458 -6.5721 -0.5174 0.349
H 7.4637 -5.0442 0.8859 0.228
H 7.9626 -4.7258 -0.7986 0.251
H 7.7140 -6.3533 -0.2646 0.430
```

Its SMILES is [H]/N=C(\C)CP(F)(CCc1ccccc1)(COO)N(C(=O)F)C(=O)F.CN(C)P(=O)(N(C)C)N(C)C.CN(C)P(=O)(N(C)C)N(C)C. As for the HOMO energy: -7.96 eV. As for the calculated total energy: -88056.38002 eV. The strongest force on any atom is 0.1359 Eh/bohr. The gap between HOMO and LUMO comes out at 7.92 eV.